Formula: C26H29N3O2S
Source: the OMol25 dataset
Level of theory: ωB97M-V/def2-TZVPD

```
61
C26H29N3O2S, DFT ωB97M-V/def2-TZVPD
C -7.6463 -1.1530 -1.8710
H -8.2764 -0.5697 -1.1925
O -6.5345 -1.6982 -1.2016
C -5.6496 -0.8485 -0.6172
C -5.7513 0.5331 -0.6375
C -4.7902 1.3110 0.0111
C -3.7239 0.7143 0.6640
C -3.6141 -0.6772 0.6619
C -4.5753 -1.4537 0.0346
H -4.5118 -2.5296 0.0422
N -2.5707 -1.3321 1.3202
C -1.4113 -0.8230 1.8384
N -0.8077 0.2138 1.2076
C 0.3738 0.8137 1.7912
C 1.6391 0.1723 1.2238
N 1.6397 0.3520 -0.2169
C 0.4887 -0.3106 -0.7916
C -0.7908 0.3276 -0.2375
H -0.8030 1.3907 -0.4969
H -1.6621 -0.1569 -0.6742
H 0.4718 -1.3924 -0.5652
H 0.5053 -0.1825 -1.8766
C 2.9053 0.0270 -0.8794
C 3.3373 -1.4016 -0.6170
C 2.9974 -2.4025 -1.5191
C 3.3077 -3.7260 -1.2594
C 3.9613 -4.0677 -0.0885
C 4.3083 -3.0782 0.8155
C 3.9982 -1.7556 0.5546
H 4.2845 -0.9903 1.2609
H 4.8215 -3.3365 1.7301
H 4.2021 -5.1001 0.1174
H 3.0375 -4.4908 -1.9731
H 2.4894 -2.1433 -2.4384
C 3.9672 1.0513 -0.5389
C 5.3137 0.7524 -0.7074
C 6.2842 1.6993 -0.4316
C 5.9225 2.9603 0.0098
C 4.5823 3.2733 0.1576
C 3.6119 2.3277 -0.1212
H 2.5662 2.5736 -0.0208
H 4.2908 4.2597 0.4886
H 6.6808 3.6972 0.2299
H 7.3270 1.4503 -0.5633
H 5.6052 -0.2274 -1.0575
H 2.7053 0.1294 -1.9569
H 1.6505 -0.8913 1.5123
H 2.5165 0.6628 1.6463
H 0.3588 1.8799 1.5452
H 0.3394 0.6853 2.8731
S -0.8143 -1.5228 3.2165
H -2.8185 -2.2267 1.7235
H -2.9911 1.2973 1.1939
O -4.9964 2.6545 -0.0549
C -4.0804 3.5088 0.5860
H -4.4441 4.5190 0.4048
H -4.0451 3.3251 1.6643
H -3.0742 3.4060 0.1667
H -6.5584 1.0487 -1.1286
H -7.3388 -0.5241 -2.7123
H -8.2112 -2.0053 -2.2451
```

As for the structure (SMILES): COc1cc(NC(=S)N2CCN(C(c3ccccc3)c3ccccc3)CC2)cc(OC)c1. The calculation puts the LUMO energy at 0.60 eV. The calculation puts the relative energy (zero: lowest compared OMol25 entry of this formula, charge and spin) at 0.000 eV. The HOMO energy comes out at -7.90 eV.